{"formula": "C26H28Br69I2O3S", "method": "ωB97M-V/def2-TZVPD", "max_force_ev_per_a": 6.4, "e_lumo_ev": 0.2880, "total_energy_ev": -4893520.5037, "homo_energy_ev": -5.983, "charge": -1, "symbols": ["H", "C", "H", "Br", "Br", "C", "Br", "I", "H", "O", "Br", "Br", "Br", "Br", "C", "Br", "Br", "Br", "Br", "H", "Br", "Br", "H", "H", "Br", "Br", "Br", "Br", "C", "H", "H", "Br", "H", "C", "C", "Br", "H", "C", "Br", "O", "Br", "Br", "Br", "H", "Br", "C", "C", "C", "H", "Br", "C", "Br", "Br", "C", "Br", "C", "Br", "H", "Br", "Br", "Br", "C", "Br", "C", "Br", "Br", "H", "H", "C", "Br", "Br", "H", "Br", "Br", "C", "Br", "Br", "C", "C", "C", "Br", "Br", "Br", "Br", "H", "H", "Br", "Br", "Br", "Br", "C", "C", "Br", "Br", "Br", "H", "Br", "H", "Br", "Br", "Br", "Br", "Br", "H", "H", "Br", "Br", "Br", "Br", "C", "O", "H", "H", "C", "H", "Br", "Br", "S", "Br", "Br", "C", "Br", "Br", "Br", "C", "H", "H", "H", "I"], "coordinates": [[11.428139, 4.350337, 3.863984], [8.191409, 3.517081, -10.910001], [-0.244335, 5.339226, 0.859928], [-9.044817, -13.822078, 12.694706], [4.042536, 2.350362, -10.621726], [8.845713, -0.721032, 2.307878], [11.278269, 3.404334, 1.571477], [5.305119, -2.114579, -0.262437], [2.472487, 0.979046, 0.612197], [4.435006, -0.229623, -2.885223], [7.642051, -0.609669, -4.244886], [-0.089211, 6.014813, -6.147083], [-3.384248, -2.473154, 2.917240], [-7.104446, -7.895348, 6.233792], [7.158197, -2.226564, -5.195631], [-0.109797, 2.883889, 0.503879], [-5.560242, 3.414947, -1.510528], [-7.197838, 3.008439, 2.978543], [-3.274335, -2.401537, -0.289107], [-7.297516, 0.532675, 3.179648], [8.211185, 1.697334, -10.244448], [9.200039, 3.264531, 4.007261], [-12.537663, 2.007496, -3.951886], [2.091203, 0.867105, -1.201264], [-5.164486, -10.399199, 5.710138], [2.152699, 4.975694, 1.411457], [-11.688531, 4.582990, 2.879947], [4.710889, -4.825800, -7.756575], [3.286945, -2.036492, -1.099275], [-9.915791, 4.222836, 4.582394], [2.780095, -1.322503, 0.984650], [-11.327777, 0.726631, -2.202387], [1.281128, 7.291824, -7.780908], [-12.781839, 1.788792, -2.915527], [4.961551, -3.902926, -9.440221], [0.474169, 9.168551, -6.366300], [-9.428564, -12.503081, 14.765891], [11.064273, 3.393461, 3.497460], [8.274471, -2.188510, 1.179674], [1.902571, -0.778392, -3.192414], [12.141934, 2.017007, 4.335608], [8.626364, 7.549900, 3.548565], [-3.930784, -7.572262, 6.600681], [-13.932635, -1.591595, 2.510354], [3.613766, 3.133152, -1.796198], [0.517094, 4.715132, 0.399437], [1.162764, 7.387808, -6.704495], [-6.632792, -11.875611, 9.877274], [4.484844, 2.298999, -3.966134], [4.564718, 1.317665, -7.629563], [-4.280315, -1.914293, 1.292935], [4.578677, -2.013899, -9.262845], [3.339313, 4.237426, -8.120433], [5.405525, 7.729565, -0.644251], [5.023683, -6.487685, -4.947633], [4.088520, 3.268411, -3.666120], [-9.769439, 6.692621, 4.351622], [-5.539302, -9.061140, 7.771952], [6.721690, -4.221340, -10.190857], [-12.944196, 3.489291, -1.999380], [-14.454799, 0.809406, -2.921020], [-7.079277, 2.218392, -1.381651], [7.536488, 0.705661, 2.347325], [-5.447807, -8.772626, 6.726403], [-10.985726, -11.322106, 13.232056], [0.699659, 5.309244, -1.438636], [5.613304, 7.957874, -1.686723], [4.238861, -4.312296, -10.141164], [-10.682525, 4.988514, 4.485616], [6.170595, 5.846396, 5.647562], [-12.960220, 0.619080, 3.100909], [2.885515, -3.098964, -1.092566], [-12.299161, -1.336726, 0.655823], [-5.222456, -6.600635, 2.926941], [10.162358, 8.401204, 2.724958], [5.112059, 4.970724, 2.747598], [11.551838, 7.112577, 2.325245], [3.458713, 2.418613, -8.774134], [-12.912421, -1.217433, 2.488792], [4.370040, -6.470293, -3.123081], [9.668211, 9.438683, 1.165120], [-9.053375, 0.873692, 1.455815], [4.314943, 7.837719, 3.944537], [7.807860, -2.210095, -7.023623], [2.454704, 2.002943, -8.742160], [-5.224224, -2.453731, 1.248542], [5.494944, 4.573587, -3.960264], [-11.870144, -2.343832, 3.673419], [-4.708854, -0.023799, 1.320232], [4.916896, -8.057467, -2.149579], [-6.121425, -5.747696, 1.438217], [-9.333034, -12.205508, 13.724876], [-11.789910, 4.886665, 6.073218], [-7.815544, -11.005741, 13.613573], [9.307497, -1.321711, 4.092701], [10.569859, 9.096995, 3.453826], [7.721815, 4.785821, -9.522112], [-7.167413, 1.927974, -0.337414], [-6.976613, -4.090194, 1.969381], [2.540492, 3.622542, -4.776311], [2.915573, 7.132050, -5.916651], [5.201927, 9.424844, 0.276216], [-6.805607, 0.592862, -2.401768], [-6.727002, -12.165774, 10.921364], [9.751087, -0.312093, 1.865835], [-8.284888, -10.993073, 9.382309], [7.726802, -3.817433, -4.245221], [-6.350186, -13.500596, 8.860302], [-8.737070, 3.098171, -1.866073], [2.425860, -1.117961, -0.081879], [3.663882, -2.439664, -3.835169], [6.551844, 6.889261, 3.419396], [3.284342, -6.488230, -3.175738], [2.695217, 0.424860, -0.358129], [-5.356849, -5.491744, 0.708315], [-9.205925, 1.143368, 4.650473], [7.050203, 3.700972, -12.466340], [3.254645, -1.364284, -2.853985], [3.772060, 6.684804, -0.605315], [4.866569, -4.845431, -2.189924], [5.662397, 6.447175, 3.875132], [-7.363733, -6.948954, 0.561219], [-5.114700, -10.676733, 9.756608], [6.922711, 6.725665, 0.025667], [-8.078356, 1.283429, 3.079728], [3.816507, 0.551280, -0.537405], [6.069595, -2.255674, -5.242187], [9.203795, 3.751829, -11.227784], [0.314877, -1.675882, -0.130020]], "forces_ev_per_angstrom": [[-0.06, -0.20, -0.10], [0.07, -0.07, 0.08], [0.19, -0.12, -0.10], [-0.01, 0.32, 0.10], [-0.04, 0.02, 0.30], [-0.01, 0.10, -0.08], [-0.06, -0.12, 0.30], [-0.96, 0.24, -0.59], [0.05, -0.55, -1.22], [-4.11, -3.55, 0.78], [-0.04, -0.35, -0.21], [0.25, 0.28, -0.05], [-0.16, 0.13, -0.32], [0.30, -0.16, 0.06], [-0.22, 0.12, 0.19], [0.14, 0.30, -0.09], [-0.26, -0.24, 0.00], [-0.22, -0.28, -0.04], [-0.25, 0.10, 0.28], [-0.13, 0.17, -0.03], [-0.08, 0.35, -0.10], [0.50, 0.23, 0.05], [-0.05, -0.05, 0.23], [0.79, -0.80, 0.90], [-0.07, 0.34, 0.18], [-0.94, -0.56, 0.15], [0.18, 0.04, 0.28], [0.08, 0.30, -0.34], [-1.55, -0.04, 0.89], [-0.16, 0.14, -0.03], [-0.68, -0.04, -1.57], [-0.41, 0.05, -0.21], [-0.04, 0.02, 0.23], [0.05, -0.05, -0.03], [-0.16, -0.01, 0.02], [0.09, -0.29, -0.02], [0.03, 0.06, -0.23], [-0.08, 0.15, 0.07], [0.43, 0.18, 0.35], [2.53, -1.48, 1.76], [-0.22, 0.18, -0.17], [1.00, 0.33, -0.09], [-0.27, -0.20, -0.04], [0.23, 0.08, 0.00], [0.33, 0.22, -0.50], [-0.18, -0.05, 0.06], [0.09, -0.07, -0.05], [-0.12, -0.09, 0.04], [-0.12, 0.07, 0.15], [-0.14, 0.25, -0.18], [0.03, -0.10, -0.06], [0.12, -0.27, -0.04], [0.15, -0.19, -0.36], [-0.16, -0.09, -0.32], [-0.02, -0.19, 0.39], [-0.12, -0.33, 0.11], [-0.20, -0.30, 0.02], [0.00, 0.09, -0.36], [-0.24, 0.06, 0.11], [0.05, -0.31, -0.11], [0.27, 0.17, 0.05], [0.10, 0.05, 0.03], [0.02, -0.53, -0.18], [-0.07, 0.00, 0.03], [0.33, -0.16, 0.04], [-0.19, -0.07, 0.30], [0.02, -0.02, 0.24], [0.19, 0.08, 0.13], [0.08, -0.06, -0.03], [-0.09, 0.07, -0.26], [0.05, -0.26, -0.11], [0.61, 1.36, -0.18], [-0.12, 0.02, 0.34], [-0.21, 0.19, -0.24], [0.02, 0.14, -0.03], [0.26, 0.20, 0.42], [-0.25, 0.19, 0.02], [-0.10, -0.11, 0.10], [-0.03, -0.03, 0.00], [-0.16, 0.35, 0.12], [0.08, -0.24, 0.30], [0.06, 0.09, 0.33], [0.22, -0.30, -0.01], [-0.03, -0.02, 0.24], [0.22, 0.09, 0.00], [0.33, 0.24, 0.01], [-0.17, -0.04, 0.01], [-0.11, 0.21, -0.20], [0.06, -0.16, 0.01], [-0.03, 0.15, -0.16], [0.20, -0.11, -0.04], [-0.06, -0.01, 0.05], [0.17, 0.03, -0.29], [-0.23, -0.19, -0.05], [-0.10, 0.10, -0.26], [-0.11, -0.17, -0.14], [0.01, -0.26, -0.24], [0.00, 0.06, -0.22], [-0.15, -0.40, 0.01], [0.21, -0.14, 0.53], [-0.36, 0.13, -0.12], [0.07, -0.24, -0.08], [-0.08, 0.29, 0.18], [0.02, 0.08, -0.20], [-0.19, -0.08, 0.10], [0.34, -0.14, 0.05], [0.07, 0.37, -0.26], [-0.04, 0.33, 0.15], [0.47, 0.02, 0.12], [1.73, 0.52, -0.33], [-0.96, 1.33, 2.58], [-0.83, -0.31, 0.03], [0.24, -0.04, -0.02], [0.05, -0.22, 1.12], [-0.17, -0.03, 0.14], [0.13, 0.10, -0.29], [0.20, 0.00, 0.19], [3.07, 3.57, -4.30], [0.99, 0.80, -0.28], [0.02, -0.90, -0.19], [-0.13, -0.03, -0.13], [0.18, 0.24, 0.20], [-0.18, -0.27, 0.16], [-0.21, 0.19, -0.12], [0.10, -0.09, 0.00], [-1.58, -0.24, -0.06], [0.15, 0.01, 0.12], [-0.24, -0.04, 0.05], [0.69, 0.32, 0.06]], "mulliken_charge": [0.27, -0.36, 0.39, -0.02, -0.05, -0.33, -0.01, 0.19, 0.29, -0.56, -0.04, -0.04, 0.01, 0.01, -0.01, 0.02, -0.03, -0.04, -0.03, 0.28, 0.03, 0.05, 0.36, 0.43, 0.02, 0.00, 0.01, 0.09, -1.05, 0.02, 0.51, 0.00, 0.36, -0.32, -0.47, -0.06, 0.33, -0.30, -0.06, -0.64, -0.04, 0.14, -0.03, 0.36, 0.24, -0.46, -0.30, -0.12, 0.13, 0.19, 0.24, 0.02, 0.01, -0.40, -0.04, -0.15, -0.03, -0.15, -0.04, -0.03, -0.05, 0.30, 0.08, 0.14, 0.00, -0.07, 0.36, 0.37, -0.01, -0.06, -0.01, 0.60, 0.00, 0.05, -0.38, 0.07, -0.01, -0.42, -0.37, -0.40, -0.02, 0.28, -0.05, -0.06, 0.40, -0.27, -0.10, -0.02, 0.03, -0.07, -0.31, -0.29, -0.02, -0.02, -0.05, 0.38, 0.01, -0.33, -0.02, 0.06, -0.03, -0.07, -0.01, 0.12, 0.34, 0.03, -0.07, 0.00, -0.01, -0.61, -0.47, -0.59, 0.35, -0.96, 0.30, -0.08, -0.04, 1.08, 0.15, 0.05, 0.50, -0.02, -0.03, 0.00, -0.26, 0.27, 0.12, 0.33, 0.08]}